Below is a structure of composition C4H16N8O12S2V at a distorted geometry, with properties calculated with wB97M-V/def2-TZVPD.

HOMO level (spin up / spin down) (eV): -4.25 / -4.53
ΔE to the lowest compared entry with this formula, charge and spin (kcal per mole): 114.9

Structure (ORCA input):
```
! wB97M-V def2-TZVPD RIJCOSX def2/J DEFGRID3
* xyz -1 3
V -12.8834 4.4192 15.4355
S -10.9055 6.2575 16.2659
O -10.3171 5.9929 17.5156
O -12.3631 6.2833 16.3209
O -10.3945 7.4219 15.5279
O -11.0367 5.0746 15.4113
S -15.6993 4.1192 15.6259
O -14.6366 3.4614 14.9001
O -16.5736 4.8486 14.7925
O -16.4722 3.2287 16.4576
O -14.7910 4.9380 16.4310
C -12.9416 3.9168 18.4704
O -12.6159 3.7273 17.3107
N -12.6024 4.9454 19.2429
N -13.7316 3.0666 19.1272
H -11.6821 5.3349 19.0969
H -13.0376 5.1728 20.1255
H -13.9438 3.2794 20.0914
H -14.0853 2.2257 18.6937
C -11.9969 3.9403 12.1043
O -12.3288 3.9348 13.2520
N -11.8114 2.8836 11.4801
N -11.7823 4.9157 11.2769
H -11.8243 2.0484 12.0479
H -11.4759 2.9066 10.5277
H -11.3750 4.7089 10.3761
H -12.3608 5.7268 11.4430
C -14.1052 6.9094 13.5424
O -13.6666 5.9731 14.1511
N -15.2475 7.0890 13.0168
N -13.2768 7.8796 13.3683
H -15.8630 6.3334 13.2821
H -15.5614 7.8533 12.4360
H -13.4774 8.5750 12.6639
H -12.3163 7.6854 13.6127
C -11.1669 1.3643 15.3496
O -11.8360 2.4093 15.3667
N -10.0271 1.2351 14.9084
N -11.5458 0.1584 15.6777
H -9.5257 1.9863 14.4561
H -9.6631 0.3007 14.7880
H -12.5012 0.1680 16.0051
H -10.8910 -0.6073 15.6069
*
```